DFT (ωB97M-V with the def2-TZVPD basis set) results for a structure of composition C15H24F5N2O5PS5SbSe4W in a non-equilibrium geometry.

The HOMO energy (alpha / beta) comes out at -0.295 / -0.308 Eh. For the LUMO energy (alpha / beta), the calculation gives -2.7410 / -2.7458 eV. As for the spin multiplicity: 2. The calculation puts the energy relative to the best compared isomer or geometry (same formula, charge and spin) at 52.45 kcal/mol. For the orbital gap (alpha / beta), the calculation gives 5.291 / 5.626 eV. Its molar mass is 1220.105 g/mol. The value obtained for the electronic energy is -13816.51396 a.u.

Atoms and positions in Å:
H -6.92104 -1.92081 -2.52461
H -4.90524 -0.92273 -1.30731
H -0.53413 1.16479 1.64826
N -5.41542 -1.76804 -1.08723
C -3.38398 -2.43359 0.01773
P 2.28936 0.44779 1.57935
Se -0.55359 3.04911 -2.10986
W 0.22371 -0.43498 -2.18625
N -1.26165 -1.54077 -0.64746
S 4.23103 -2.48008 -4.37867
C 0.88164 3.39569 1.73273
S 1.94481 0.79971 -0.39872
C 5.55236 2.26013 2.72882
C 1.68092 2.74715 4.05632
F 1.22172 -1.80031 -5.68558
H 0.22405 3.10301 0.91397
F -0.96813 -0.55686 -4.96758
O -1.13150 0.87295 0.94546
F -0.56949 -3.01816 -5.77030
H -2.03647 1.06157 1.21344
H 1.70662 1.92148 4.76701
H 5.29016 1.65615 0.01256
O 1.06420 1.03302 2.41862
H 2.69641 2.97863 3.74159
C -2.85887 -2.83988 1.23589
C 4.85875 1.10011 2.04720
O 3.46283 1.47701 1.94735
C -0.77842 -1.90815 0.54834
S 1.29912 -2.24104 -1.68288
H 5.11536 2.44941 3.70873
C -1.53215 -2.56243 1.50248
H -2.92519 -1.56132 -1.86983
H 1.26296 3.62087 4.55873
C 0.80437 2.39801 2.87037
S 1.64536 0.61948 -3.37657
C 5.43150 0.80068 0.67656
C 0.30950 -2.44200 -4.94713
H -7.25457 0.09177 -1.52224
H 6.61044 2.03331 2.86248
H 0.56891 4.37473 2.09960
H -0.23073 2.32525 3.20994
Sb 3.64583 -1.30293 -2.63307
Se -1.70084 3.78026 -0.44382
H 6.49858 0.59048 0.76255
S 2.68517 -1.38837 2.09660
H -3.49658 -3.35605 1.94160
O -7.50835 -0.66830 -0.98790
C -6.81782 -1.80728 -1.44198
H 0.24859 -1.65641 0.76900
H 5.46529 3.16417 2.12377
H -1.06648 -2.82852 2.44077
C -4.83353 -2.69197 -0.28321
C -2.54959 -1.81205 -0.89194
Se -2.11828 0.92660 -2.63599
H 4.91018 0.20599 2.67121
H 4.93931 -0.07118 0.24501
Se -3.64809 1.37099 -1.08189
H 1.89923 3.47692 1.35273
H -7.24971 -2.67115 -0.94512
F -1.50202 -2.12749 -3.50391
F 0.91809 -3.41297 -4.26703
O -5.40668 -3.65564 0.18810
C -0.42782 -1.41577 -4.05680

DFT (ωB97M-V with the def2-TZVPD basis set) results for a structure of composition C45H58AlBNO3 in a non-equilibrium geometry.

The HOMO energy comes out at -0.145 Eh. For the LUMO energy, the calculation gives 2.4038 eV. For the orbital gap, the calculation gives 6.361 eV. Its molar mass is 698.757 g/mol. The value obtained for the electronic energy is -2297.30488 a.u. Its total charge is -1.

Atoms and positions in Å:
C 5.91441 1.52758 2.48614
C -3.33816 8.19708 -4.32798
H -0.71987 -2.49128 -4.67173
H 5.10694 -3.37526 -0.06795
H 4.28012 -1.00754 8.74476
H 0.99848 3.89860 -4.06362
H 0.35356 -3.61392 -2.28416
C 2.85240 -5.10070 -0.95238
H -1.24863 -3.67086 -2.85373
C -8.14270 -3.73209 -1.21212
C 5.48573 -1.31266 5.09412
C -3.76717 -0.15457 5.16054
H -1.90229 -2.61328 -1.07033
H -3.14310 2.45363 -6.33238
C -2.26226 6.35987 -2.54829
C 5.25299 2.35161 1.58988
H 5.42403 1.22736 3.40366
C -3.67782 -0.16244 2.75522
C 4.61884 -1.09285 7.72020
C -2.03769 2.47251 -4.49511
H -4.90830 -3.27203 -2.07782
C 0.09002 3.58638 -4.56101
C -0.10921 3.89035 -5.89942
C 5.87522 2.73684 0.41224
H -5.24674 -1.28486 1.78579
C -3.24259 8.51229 -2.97987
H -4.60771 -3.69002 0.33499
C -3.15108 0.24463 3.98090
H -1.19255 -1.14221 -1.62188
C 0.62648 0.81293 1.29215
H -6.57780 -4.11745 1.76357
H 7.64458 2.59174 -0.79027
H 7.71352 0.44031 2.90807
C 7.82152 1.46704 1.02715
H 2.86242 0.53697 -0.34084
C -0.87621 2.88142 -3.85731
H 3.71553 -5.74815 -0.80869
H -0.44395 -1.69071 0.62618
C -7.97677 -3.96146 0.14528
N -0.03011 -0.76482 -3.76529
H 1.65678 -5.47804 0.79717
O -0.31445 0.65616 2.30214
C 7.15982 2.29453 0.13069
C 4.14917 -1.05597 5.36285
H -5.37648 -1.25026 6.05233
H 2.67181 -0.75525 6.88627
B 3.16337 -3.67700 -0.31426
C -4.82214 -0.96276 2.72853
H 2.07154 -1.60272 -2.21339
H -9.13414 -3.74755 -1.64673
H -0.72158 2.64771 -2.81121
H -0.90254 -0.34505 -3.50490
C 1.96147 0.19566 1.57206
O 4.34094 -3.57308 0.46859
C 7.19867 1.08491 2.20667
C 1.65528 -5.75765 -0.24442
O 0.35582 1.42250 0.30878
H -1.84345 5.64189 -1.85470
H 0.91277 -2.51738 -4.13512
C -2.23727 2.77457 -5.83452
H -2.00164 5.08886 -4.25072
H -0.08376 -3.30546 0.13579
C -2.70761 7.59195 -2.08976
C -0.07331 -2.19419 -3.85703
H -1.43262 3.72700 -7.57988
H 3.44725 -0.93988 4.54706
H 1.75385 -6.82476 -0.31137
C 3.71542 -0.94975 6.67637
C -5.42590 -1.34989 3.91537
H -8.83903 -4.15454 0.77086
C -2.35298 6.04545 -3.89628
H 4.24799 2.68814 1.80742
H 2.67080 -4.99133 -2.01159
H -6.31527 -1.96717 3.89116
C -2.89507 6.96358 -4.78463
C -1.27514 3.48755 -6.53586
H 0.64401 4.44141 -6.44753
H 0.72442 -5.43432 -0.67295
H -3.35902 0.16030 6.11240
H 0.73752 -0.44615 -3.19725
C -6.70558 -3.94295 0.70261
C -4.89930 -0.94855 5.12834
C -0.47041 -2.98620 -2.57448
C -7.03787 -3.48094 -2.01164
H 7.43138 -1.65949 5.92568
C -5.76635 -3.46626 -1.45611
C -0.96558 -2.16860 -1.38588
C -5.59937 -3.69985 -0.09852
C 5.95633 -1.34523 7.45072
H -2.78867 1.91860 -3.94686
H -2.63738 7.83488 -1.03732
H 3.70603 -0.56574 0.67933
H -0.51510 -0.28587 2.30144
Al 1.95227 -1.90969 -0.60687
H -7.16663 -3.29592 -3.07030
C -0.02352 -2.27575 -0.19080
H 5.82096 -1.39968 4.06842
C 6.38907 -1.45819 6.13706
H -2.97081 6.71518 -5.83558
H -3.75835 8.91352 -5.02265
H -3.20343 0.14618 1.83206
H 6.66150 -1.45448 8.26483
C 2.71543 -0.28232 0.34568
H 2.52469 1.00396 2.03685
H 8.82182 1.11778 0.80485
H 5.35740 3.37892 -0.28778
H -2.26798 0.86898 4.01442
H -3.58593 9.47498 -2.62285
H 1.86605 -0.56928 2.32827